Here is a structure of composition C43H94CaN3O9 at a distorted geometry from the Open Molecules 2025 dataset. Energies are from ωB97M-V/def2-TZVPD.

* energy relative to the best compared isomer or geometry (same formula, charge and spin): 215.4 kJ/mol
* HOMO level: -9.897 eV
* LUMO: -3.409 eV
* net charge: +1

XYZ file:
```
150
Properties=species:S:1:pos:R:3:forces:R:3:mulliken_charge:R:1
Ca -0.769 2.273 -2.375 1.08 -1.19 1.44 1.176
O 0.558 0.117 0.988 0.66 0.96 -1.50 1.701
C 0.131 0.755 -0.108 -1.36 0.79 0.18 0.670
O 0.829 1.584 -0.745 2.17 0.70 -0.51 -1.933
O -1.053 0.659 -0.473 -1.97 -1.08 -0.49 -0.486
H 1.482 0.479 1.046 0.06 -0.62 0.93 -0.456
C 1.989 -4.854 2.420 -0.36 0.24 -0.16 -0.088
C 1.252 -3.788 3.216 -0.40 0.08 0.10 0.588
C 1.980 -2.492 2.816 -0.25 -1.27 1.11 0.430
O 3.281 -2.889 2.403 0.29 0.47 -0.64 -0.546
C 3.419 -4.303 2.378 -0.63 -0.34 -0.07 -0.683
H 1.524 -4.859 1.430 0.40 -0.10 -0.21 -0.349
H 1.893 -5.867 2.808 0.15 0.06 0.18 0.554
H 1.254 -4.012 4.283 0.25 0.30 0.05 0.468
H 0.206 -3.661 2.933 -0.04 -0.36 0.01 -0.973
H 2.068 -1.881 3.715 -0.06 0.51 -0.33 0.441
H 1.400 -2.028 2.017 0.41 0.40 -0.07 -0.533
H 4.025 -4.580 3.243 -0.07 -0.33 -0.03 0.380
H 3.898 -4.642 1.457 0.31 0.30 0.04 0.303
C -6.309 0.986 0.279 -0.38 -0.26 -0.65 -0.740
C -5.242 0.189 0.996 0.50 0.18 0.46 -0.424
C -3.970 0.915 0.543 -0.93 -0.15 0.53 1.292
O -4.349 2.299 0.433 0.34 -0.13 -0.17 -0.372
C -5.758 2.409 0.229 -0.40 -0.32 0.34 -0.539
H -7.282 0.933 0.765 -0.03 -0.01 -0.12 0.404
H -6.404 0.650 -0.758 -0.18 -0.28 0.09 0.274
H -5.179 -0.886 0.826 -0.26 0.05 -0.43 0.302
H -5.382 0.280 2.077 0.16 0.24 0.04 0.355
H -3.633 0.514 -0.415 0.13 0.09 -0.08 -0.359
H -3.182 0.788 1.282 0.24 0.31 -0.18 -0.655
H -6.006 2.887 -0.721 0.31 0.02 -0.11 0.243
H -6.235 3.016 1.002 0.41 0.12 0.19 0.238
C 4.536 2.443 2.733 0.23 1.54 -0.33 -0.789
C 5.288 1.129 2.619 -0.67 -0.56 0.14 -0.612
C 4.195 0.226 2.012 0.80 -1.42 0.19 -0.259
O 2.988 0.976 1.879 0.00 0.04 -0.51 -0.217
C 3.366 2.345 1.755 0.28 0.13 0.64 0.011
H 5.121 3.338 2.503 0.21 -0.15 0.03 0.402
H 4.147 2.608 3.737 -0.04 -0.24 0.03 0.283
H 5.575 0.755 3.600 0.01 0.07 0.01 0.254
H 6.183 1.092 2.002 -0.08 0.50 -0.11 0.326
H 4.042 -0.673 2.612 -0.53 0.35 0.23 0.150
H 4.549 -0.228 1.079 -0.30 0.56 -0.46 0.170
H 2.542 3.002 2.036 -0.18 -0.29 0.13 0.255
H 3.631 2.641 0.734 0.21 -0.43 -0.15 -0.084
C -2.908 -1.902 5.119 0.33 -0.26 0.41 -0.897
C -2.413 -0.629 4.412 -0.06 -0.27 -0.42 0.636
C -0.902 -0.888 4.184 -0.30 -0.51 0.36 -0.321
O -0.613 -2.011 5.006 0.86 -0.21 0.77 -0.502
C -1.727 -2.869 5.014 -0.46 -0.06 -0.99 0.385
H -3.851 -2.254 4.702 0.03 -0.18 0.12 0.363
H -3.000 -1.765 6.197 -0.45 0.40 -0.09 0.285
H -2.646 0.246 5.016 0.24 0.14 -0.11 0.454
H -2.934 -0.542 3.455 0.04 0.24 -0.01 -0.635
H -0.236 -0.080 4.484 -0.09 0.03 0.07 0.452
H -0.638 -1.171 3.159 -0.36 0.27 -0.22 -0.117
H -1.698 -3.604 5.817 0.34 0.32 0.27 0.457
H -1.734 -3.469 4.092 -0.14 0.13 -0.20 -0.554
C -2.620 -2.409 0.571 0.41 0.66 -0.92 1.648
C -3.215 -3.575 1.343 -0.06 -0.15 0.73 -0.398
C -2.174 -4.693 1.200 -0.34 -0.18 0.46 -0.515
O -1.308 -4.324 0.149 0.04 0.01 -0.87 -0.466
C -1.239 -2.889 0.097 0.28 -0.74 1.48 0.825
H -2.495 -1.505 1.167 -0.14 0.01 -0.01 -0.947
H -3.192 -2.147 -0.321 -0.26 0.00 0.16 0.128
H -4.206 -3.898 1.025 0.10 0.12 -0.41 0.425
H -3.348 -3.312 2.395 0.12 0.01 0.02 -0.120
H -2.651 -5.655 1.008 0.17 0.01 -0.46 0.403
H -1.624 -4.853 2.135 0.21 0.29 0.01 0.154
H -0.875 -2.532 -0.865 -0.41 -0.27 -0.26 -0.484
H -0.458 -2.605 0.813 -0.08 0.31 0.12 -0.755
C 3.144 4.038 -3.754 0.52 0.23 1.18 -0.481
C 2.502 5.423 -3.606 -0.45 0.35 -0.61 -0.744
C 1.033 5.074 -3.237 1.41 0.15 0.01 -0.656
O 1.095 3.701 -2.805 -1.22 -0.43 0.22 0.144
C 2.468 3.292 -2.637 -0.24 -0.82 -0.19 0.107
H 4.212 4.006 -3.537 0.09 0.26 -0.55 0.442
H 2.898 3.579 -4.711 0.16 0.05 -0.07 0.171
H 2.535 5.983 -4.541 -0.05 -0.06 -0.03 0.398
H 2.946 6.092 -2.871 0.22 -0.43 0.24 0.308
H 0.438 5.170 -4.146 -0.44 -0.16 0.28 0.332
H 0.670 5.656 -2.391 -0.21 0.24 -0.28 0.282
H 2.494 2.204 -2.703 -0.07 0.04 -0.21 -0.136
H 2.842 3.499 -1.633 -0.14 0.51 -0.03 0.081
C 4.811 -3.578 -4.274 1.21 -0.70 1.08 -1.291
C 3.649 -4.355 -3.629 -0.24 0.73 -0.72 -0.807
N 2.749 -3.471 -2.905 -0.58 0.24 -0.59 0.669
C 1.391 -4.007 -2.778 0.60 -0.64 0.88 0.091
C 1.343 -5.226 -1.834 -0.56 0.10 0.39 -1.286
C 3.377 -2.938 -1.707 -0.30 0.47 0.00 -1.081
C 2.419 -2.139 -0.818 0.18 -0.55 -0.05 1.408
H 4.631 -2.592 -4.696 -0.66 -0.28 -0.35 0.227
H 5.368 -4.234 -4.946 -0.32 0.17 -0.44 0.411
H 5.585 -3.373 -3.524 -0.17 0.02 0.23 0.348
H 3.070 -4.848 -4.414 -0.06 0.08 -0.06 0.467
H 4.026 -5.171 -2.999 0.27 0.06 0.09 0.399
H 0.708 -3.235 -2.421 0.12 0.10 0.15 -0.568
H 1.020 -4.270 -3.770 0.17 -0.11 -0.09 0.614
H 1.949 -6.063 -2.179 -0.14 -0.01 -0.23 0.423
H 1.691 -5.002 -0.822 0.30 0.35 -0.16 0.077
H 0.320 -5.548 -1.626 -0.04 -0.17 -0.43 0.434
H 4.121 -2.222 -2.064 0.26 -0.15 0.17 0.442
H 3.909 -3.723 -1.152 -0.06 0.00 0.22 0.234
H 1.903 -1.418 -1.450 -0.07 0.28 0.14 -0.430
H 2.967 -1.653 -0.012 0.04 0.18 -0.13 -0.297
H 1.671 -2.760 -0.324 -0.03 -0.08 -0.12 -0.526
C -0.562 2.784 3.144 0.54 0.23 0.01 -0.364
C -1.350 3.294 1.944 -0.25 -0.24 -0.29 0.896
N -2.465 4.207 2.239 0.57 -0.02 -0.10 0.423
C -3.307 3.626 3.283 -0.33 0.42 -0.07 0.025
C -4.611 4.386 3.481 0.08 -0.09 -0.02 -1.456
C -1.960 5.534 2.606 -0.43 0.27 -0.42 -0.288
C -1.061 6.149 1.515 0.00 0.26 0.53 -1.241
H -0.340 3.592 3.847 -0.17 0.00 0.08 0.463
H 0.421 2.449 2.805 -0.10 -0.34 0.02 -0.281
H -1.057 1.978 3.681 0.01 0.02 -0.02 -0.182
H -0.643 3.761 1.254 -0.11 0.28 0.07 -0.155
H -1.751 2.455 1.371 -0.10 -0.11 0.17 -0.854
H -2.756 3.590 4.231 -0.06 -0.09 0.14 0.457
H -3.587 2.607 3.004 0.34 -0.09 -0.11 -0.246
H -5.244 4.279 2.600 0.04 0.13 -0.05 0.213
H -4.433 5.443 3.668 -0.16 -0.01 0.07 0.423
H -5.151 3.967 4.331 -0.01 0.07 0.04 0.413
H -2.798 6.220 2.734 -0.18 -0.24 -0.01 0.433
H -1.461 5.527 3.584 0.27 -0.01 0.00 0.345
H -1.274 5.747 0.525 0.07 -0.28 0.09 0.172
H -1.237 7.221 1.418 -0.01 0.03 0.24 0.470
H -0.015 6.027 1.798 0.10 -0.12 -0.42 0.240
C -2.530 -0.419 -3.275 0.30 -0.37 -0.47 -1.370
C -1.062 -0.680 -3.615 -0.27 -0.06 0.12 -0.051
N -0.341 0.501 -4.139 0.46 0.47 0.64 2.173
C 1.098 0.134 -4.236 0.60 0.35 0.20 0.132
C 1.470 -0.962 -5.222 -0.03 0.20 -0.59 -1.185
C -0.866 0.987 -5.441 -0.24 -0.95 0.28 -1.028
C -0.091 2.151 -6.031 0.06 -0.13 0.10 -1.148
H -2.744 0.518 -2.750 0.08 0.21 -0.22 0.070
H -2.921 -1.168 -2.588 0.13 -0.19 -0.15 0.307
H -3.057 -0.496 -4.225 -0.57 0.36 0.30 0.498
H -0.532 -1.074 -2.746 0.15 0.34 0.07 -0.361
H -1.007 -1.470 -4.367 -0.25 -0.12 0.03 0.392
H 1.677 1.028 -4.478 -0.14 0.08 -0.12 -0.155
H 1.476 -0.121 -3.243 -0.44 -0.20 0.13 -0.396
H 1.500 -0.585 -6.248 -0.14 0.06 0.00 0.374
H 2.475 -1.325 -5.016 -0.12 -0.14 0.22 0.135
H 0.777 -1.800 -5.218 0.18 -0.14 0.16 0.264
H -1.918 1.260 -5.317 0.04 0.21 0.19 0.484
H -0.936 0.120 -6.108 0.34 0.14 -0.33 0.432
H -0.207 3.051 -5.419 -0.24 0.15 -0.19 0.138
H -0.450 2.304 -7.047 -0.04 0.36 0.08 0.452
H 0.986 2.004 -6.083 -0.06 -0.33 -0.14 0.250
```
Forces are in eV/Å.

=====

Here is a cluster of 2 separate species, C5H11O3 in total at a distorted geometry from the Open Molecules 2025 dataset. Energies are from ωB97M-V/def2-TZVPD.

* energy relative to the best compared isomer or geometry (same formula, charge and spin): 246.2 kJ/mol
* HOMO level: -4.504 eV
* LUMO: 3.719 eV
* net charge: -1

XYZ file:
```
19
Properties=species:S:1:pos:R:3:forces:R:3:nbo_charge:R:1
C 0.887 0.572 -1.636 -1.95 -3.13 0.78 0.053
C -0.609 0.686 -1.335 1.31 -2.27 1.31 -0.627
C 1.672 1.352 -0.731 4.22 3.62 3.42 -0.634
O 1.406 -0.780 -1.567 -2.34 -1.53 2.14 -0.798
H 0.890 0.833 -2.636 1.19 0.81 -2.22 0.159
H -1.034 1.370 -1.973 -1.14 2.12 -0.97 0.186
H 1.658 2.456 -0.694 -0.44 0.26 -1.78 0.199
H 1.385 1.472 0.409 0.54 -2.15 -1.72 0.217
H 2.836 1.173 -0.916 -2.43 -0.01 0.90 0.212
H 0.825 -1.332 -0.802 1.67 2.04 -2.29 0.536
H -0.622 0.866 -0.283 -0.96 0.60 0.69 0.211
H -1.138 -0.249 -1.482 0.12 -0.32 -0.13 0.238
C -1.146 -0.823 2.467 0.31 0.03 1.45 -0.753
C -1.250 -1.742 1.160 -3.21 -1.98 3.80 0.793
O -0.236 -1.714 0.525 3.42 0.13 -3.10 -0.783
O -2.268 -2.515 1.040 1.43 1.91 0.13 -0.787
H -2.165 -0.712 2.869 0.45 0.24 0.14 0.196
H -0.693 0.138 2.209 -0.51 0.25 -0.44 0.190
H -0.396 -1.050 3.376 -1.65 -0.63 -2.10 0.192
```
Forces are in eV/Å.

=====

Here is the ion CH3N2OS2 with charge -1 at a distorted geometry from the Open Molecules 2025 dataset. Energies are from ωB97M-V/def2-TZVPD.

* spin multiplicity: 3
* energy relative to the best compared isomer or geometry (same formula, charge and spin): 17.0 kJ/mol
* HOMO level (alpha / beta): 0.406 / -4.225 eV
* LUMO (alpha / beta): 3.627 / 1.415 eV
* net charge: -1
* expectation value of S²: 2.017

XYZ file:
```
9
Properties=species:S:1:pos:R:3:forces:R:3:lowdin_spin:R:1
C -1.986 -0.332 0.087 -0.05 0.89 -2.08 0.478
N 1.972 0.163 0.147 0.59 0.03 0.23 0.023
N 0.884 -0.103 -0.729 -1.29 0.53 0.78 0.118
O -1.577 -1.457 0.013 1.81 -3.37 0.52 0.228
S -3.338 0.437 0.546 -1.07 1.76 1.21 0.793
S -0.470 0.972 -0.501 0.19 0.51 -0.29 0.340
H 2.346 1.065 -0.150 -0.11 -0.33 0.15 0.005
H 1.654 0.294 1.114 -0.10 -0.02 -0.33 0.008
H 0.515 -1.039 -0.527 0.03 0.01 -0.18 0.008
```
Forces are in eV/Å.

=====

Here is a structure of composition C21H28Cl3O4Sm at a distorted geometry from the Open Molecules 2025 dataset. Energies are from ωB97M-V/def2-TZVPD.

* spin multiplicity: 6
* energy relative to the best compared isomer or geometry (same formula, charge and spin): 0.0 kJ/mol
* HOMO level (alpha / beta): -7.739 / -7.760 eV
* LUMO (alpha / beta): 0.386 / 0.386 eV
* expectation value of S²: 8.762

XYZ file:
```
57
Properties=species:S:1:pos:R:3:forces:R:3:lowdin_spin:R:1
O -0.272 0.344 0.204 0.54 0.02 -1.18 -0.003
C 0.790 -0.060 -0.757 -0.08 -0.24 0.76 0.000
C 0.188 0.765 -1.885 -0.37 0.10 0.46 0.000
H 0.762 -1.152 -0.857 0.18 0.30 -0.10 0.000
H 1.758 0.286 -0.377 -0.08 -0.21 -0.11 0.000
C -0.917 1.160 -0.856 0.23 -0.02 -0.19 0.000
H -0.155 0.149 -2.723 0.13 0.49 0.36 0.000
H 0.834 1.599 -2.202 -0.39 -0.34 -0.03 0.000
C -2.280 0.583 -1.119 -0.48 -0.22 -0.04 0.000
H -2.202 -0.504 -1.270 -0.05 0.35 -0.13 0.000
H -2.750 1.056 -1.998 0.21 -0.20 0.26 0.000
H -2.931 0.743 -0.248 0.15 -0.01 -0.28 0.000
C -0.951 2.611 -0.454 -0.08 0.55 0.21 0.000
H 0.055 2.995 -0.225 -0.28 -0.15 -0.18 0.000
H -1.562 2.750 0.451 0.14 -0.10 -0.26 0.000
H -1.400 3.222 -1.255 0.22 -0.25 0.23 0.000
Sm 0.011 -0.009 2.539 -0.92 0.90 0.88 5.078
C 0.751 1.964 4.247 0.71 0.06 -0.51 -0.004
C 1.857 1.069 4.205 0.20 0.75 -0.16 -0.005
C 2.429 1.124 2.897 -0.41 0.49 0.09 -0.007
H 2.271 0.527 5.059 -0.35 0.07 -0.48 0.000
C 1.657 2.049 2.123 0.23 0.26 0.56 -0.007
C 0.614 2.563 2.954 0.74 -0.14 0.11 -0.010
H -0.093 3.348 2.676 0.19 -0.42 0.10 0.000
H 0.171 2.215 5.132 0.08 -0.23 -0.33 0.000
H 3.346 0.631 2.574 -0.38 0.03 0.08 0.000
H 1.898 2.396 1.113 -0.19 -0.29 0.41 0.000
C -1.885 -0.074 4.501 -0.48 0.10 -0.37 -0.007
C -2.159 1.140 3.804 -0.46 -0.70 -0.36 -0.008
C -2.595 0.809 2.486 0.08 -0.37 0.67 -0.006
H -2.126 2.145 4.216 0.16 -0.31 -0.13 0.000
C -2.610 -0.619 2.377 -0.19 -0.03 0.47 -0.004
C -2.187 -1.165 3.629 -0.48 0.74 -0.39 -0.009
H -2.188 -2.220 3.897 0.24 0.30 -0.14 0.000
H -1.602 -0.154 5.555 0.06 0.01 -0.57 0.000
H -2.977 1.514 1.751 0.24 -0.19 0.19 0.000
H -2.971 -1.185 1.514 0.25 0.20 0.37 0.000
O 0.484 -0.819 -4.363 0.47 -0.43 -2.30 0.000
C -0.089 0.068 -5.373 -0.07 0.47 0.38 0.000
C 0.235 -0.443 -6.784 -0.20 -0.08 0.21 0.000
H 0.353 1.071 -5.234 -0.26 -0.36 0.14 0.000
H -1.183 0.127 -5.232 0.44 0.03 0.15 0.000
C 1.298 -1.512 -6.573 0.20 0.24 0.18 0.000
H 0.605 0.355 -7.426 -0.12 0.04 0.04 0.000
H -0.652 -0.869 -7.256 0.00 0.04 0.06 0.000
C 1.170 -1.889 -5.092 -0.49 -0.48 0.19 0.000
H 2.285 -1.110 -6.801 0.04 -0.04 0.10 0.000
H 1.125 -2.361 -7.235 0.12 -0.08 0.16 0.000
H 2.154 -2.074 -4.639 -0.40 0.08 0.09 0.000
H 0.547 -2.805 -5.028 0.35 0.38 0.26 0.000
Cl 1.960 -4.009 5.211 0.13 -0.20 -0.37 0.000
C 1.859 -3.737 3.471 -0.41 0.77 0.05 0.000
Cl 3.467 -3.620 2.716 -0.15 -0.24 0.28 0.000
Cl 0.872 -4.978 2.663 0.27 0.03 0.26 0.000
C 1.160 -2.366 3.194 -0.81 1.57 0.41 0.001
O 0.750 -1.597 4.134 1.19 -2.39 -1.25 -0.004
O 1.025 -2.047 1.968 0.37 -0.66 0.69 -0.006
```
Forces are in eV/Å.

=====

Here is a cluster of 2 separate species, CH7N3OP in total at a distorted geometry from the Open Molecules 2025 dataset. Energies are from ωB97M-V/def2-TZVPD.

* energy relative to the best compared isomer or geometry (same formula, charge and spin): 160.4 kJ/mol
* HOMO level: -13.876 eV
* LUMO: -6.408 eV
* net charge: +1

XYZ file:
```
13
Properties=species:S:1:pos:R:3:forces:R:3:nbo_charge:R:1
C 1.374 -0.305 0.015 3.58 0.03 -1.36 0.790
N 2.676 -0.568 -0.378 1.32 2.19 0.75 -0.828
N 1.026 0.965 -0.113 1.63 3.75 -1.82 -0.857
N -1.698 0.171 0.154 -1.78 1.42 0.01 -0.938
O 0.597 -1.155 0.282 -3.23 -2.97 1.50 -0.645
P -3.100 -0.270 -0.096 -0.85 -1.69 -0.29 1.235
H 3.288 0.265 -0.177 -0.70 -1.49 -0.52 0.386
H 3.181 -1.428 -0.176 -0.90 0.02 -0.01 0.423
H 1.672 1.554 -0.682 -0.93 -0.64 0.98 0.408
H 0.365 1.489 0.417 -0.41 -0.30 0.35 0.419
H -0.786 -0.302 0.142 1.02 -1.39 0.15 0.453
H -4.273 0.600 -0.028 1.17 -0.56 0.01 0.089
H -3.424 -1.700 -0.389 0.09 1.63 0.25 0.064
```
Forces are in eV/Å.

=====

Here is a structure of composition CH4ClN2P at a distorted geometry from the Open Molecules 2025 dataset. Energies are from ωB97M-V/def2-TZVPD.

* energy relative to the best compared isomer or geometry (same formula, charge and spin): 110.1 kJ/mol
* HOMO level (alpha / beta): -9.172 / -9.176 eV
* LUMO (alpha / beta): -1.340 / -1.340 eV

XYZ file:
```
9
Properties=species:S:1:pos:R:3:forces:R:3:nbo_charge:R:1
C -1.550 -0.654 -0.252 0.41 1.73 1.05 -0.417
N -0.259 -0.589 0.443 4.35 2.56 -1.62 -0.872
N 1.446 2.036 0.295 -6.97 -3.98 -0.06 -0.947
P 1.117 0.376 0.121 -5.67 0.03 2.22 1.554
Cl 2.596 -0.974 0.398 0.22 0.81 -0.03 -0.211
H -2.121 -1.396 0.273 -0.17 -0.72 -0.12 0.212
H -1.403 -0.845 -1.294 -0.16 -0.53 -0.58 0.201
H -2.137 0.266 -0.155 0.08 0.11 -0.11 0.181
H 2.311 1.779 0.173 7.89 -0.01 -0.75 0.300
```
Forces are in eV/Å.

=====

Question: The highest energy relative to the best compared isomer or geometry (same formula, charge and spin) belongs to which entry?
Answer: C5H11O3